A.
Formula: C9H8N2O2
Source: the OMol25 dataset
Level of theory: the ωB97M-V functional and the def2-TZVPD basis

The calculation puts the gap between HOMO and LUMO at 7.620 eV. The value obtained for the HOMO energy is -7.3 eV. As for the SMILES: Nc1cc(O)c(O)c2cccnc12. Its total charge is 0. The LUMO energy comes out at 0.36 eV.

Element x y z (Å)
N -0.49 2.93 0.12
C 0.07 1.74 0.00
C 1.43 1.49 -0.03
C 1.95 0.18 -0.02
O 3.29 -0.04 -0.22
C 1.13 -0.96 0.02
O 1.63 -2.23 0.23
C -0.26 -0.77 0.02
C -1.16 -1.84 -0.13
C -2.56 -1.55 -0.14
C -3.00 -0.22 0.02
N -2.11 0.78 -0.03
C -0.77 0.58 0.07
H 0.14 3.76 0.13
H -1.49 2.95 0.10
H 2.12 2.23 -0.04
H 3.49 -0.93 -0.53
H 1.63 -2.46 1.18
H -0.70 -2.87 -0.20
H -3.30 -2.30 -0.17
H -4.06 -0.04 -0.07

B.
Formula: C9H8N2O2
Source: the OMol25 dataset
Level of theory: the ωB97M-V functional and the def2-TZVPD basis

The calculation puts the gap between HOMO and LUMO at 8.274 eV. The value obtained for the HOMO energy is -9.0 eV. As for the SMILES: [H]/N=C\[N+](=O)[O-].C#Cc1ccccc1. Its total charge is 0. The LUMO energy comes out at -0.74 eV.

Element x y z (Å)
H 3.44 3.23 -0.87
N 3.40 2.20 -0.86
C 2.48 1.50 -1.29
N 1.41 2.10 -2.06
O 1.07 3.25 -1.82
O 0.84 1.25 -2.69
H 2.51 0.41 -1.28
C 1.80 0.25 2.28
C 0.78 0.15 1.64
C -0.33 -0.38 0.92
C -1.35 0.23 0.24
C -2.32 -0.53 -0.44
C -2.32 -1.91 -0.29
C -1.32 -2.56 0.55
C -0.36 -1.76 1.18
H 2.56 0.50 2.95
H -1.21 1.27 0.16
H -3.14 0.00 -1.00
H -2.97 -2.61 -0.97
H -1.24 -3.63 0.52
H 0.50 -2.08 1.75

C.
Formula: C9H8N2O2
Source: the OMol25 dataset
Level of theory: the ωB97M-V functional and the def2-TZVPD basis

The calculation puts the gap between HOMO and LUMO (alpha / beta) at 7.957 / 5.253 eV. The value obtained for the HOMO energy (alpha / beta) is -8.4 / -6.7 eV. Its total charge is 0. The LUMO energy (alpha / beta) comes out at -0.45 / -1.43 eV.

Element x y z (Å)
C 1.24 2.24 -0.25
C 2.43 1.54 -0.49
C 0.06 1.52 -0.10
C 2.45 0.17 -0.42
C 0.06 0.17 -0.04
C 1.23 -0.57 -0.22
C -1.29 -0.49 0.03
C -4.59 0.26 -0.39
C 1.15 -1.97 -0.33
N -3.39 0.09 -0.65
N -2.24 0.44 -0.27
O -1.49 -1.74 0.05
O 2.28 -2.61 -0.72
H 1.14 3.36 -0.49
H 3.31 2.07 -1.04
H -1.00 1.99 -0.06
H 3.42 -0.35 -0.67
H -5.30 0.07 -1.19
H -5.05 0.76 0.58
H 0.15 -2.41 0.00
H 2.14 -3.53 -0.78

Which of them is the least stable? Correct choice: B.

A.
Formula: C20H23N5O
Source: the OMol25 dataset
Level of theory: the ωB97M-V functional and the def2-TZVPD basis

The calculation puts the gap between HOMO and LUMO at 8.179 eV. The value obtained for the HOMO energy is -7.8 eV. As for the SMILES: Cc1nc2c(n1Cc1ccccc1)N1CC3(CCCC3)N=C1N(C)C2=O. Its total charge is 0. The LUMO energy comes out at 0.39 eV.

Element x y z (Å)
C 1.60 3.25 3.19
C 0.93 1.93 2.82
N 0.30 1.25 3.72
C -0.05 0.07 3.09
C 0.31 0.12 1.77
N 0.96 1.31 1.56
C 1.64 1.80 0.37
C 0.80 2.62 -0.59
C -0.61 2.55 -0.59
C -1.37 3.19 -1.59
C -0.72 3.95 -2.58
C 0.67 4.08 -2.55
C 1.44 3.43 -1.56
N 0.05 -0.98 0.89
C 0.41 -1.05 -0.53
C -0.38 -2.34 -0.88
C -1.55 -2.03 -1.82
C -0.91 -1.93 -3.21
C 0.29 -2.86 -3.19
C 0.48 -3.25 -1.70
N -0.83 -2.97 0.39
C -0.63 -2.11 1.35
N -1.00 -2.23 2.68
C -1.61 -3.48 3.17
C -0.70 -1.16 3.55
O -0.95 -1.36 4.77
H 2.54 3.50 2.64
H 1.92 3.22 4.23
H 0.97 4.14 3.04
H 2.52 2.37 0.67
H 2.05 0.94 -0.19
H -1.14 1.89 0.10
H -2.44 3.01 -1.71
H -1.28 4.43 -3.40
H 1.26 4.62 -3.29
H 2.54 3.57 -1.58
H 1.46 -1.18 -0.65
H 0.01 -0.18 -1.11
H -2.26 -2.86 -1.80
H -2.05 -1.10 -1.52
H -0.65 -0.92 -3.45
H -1.63 -2.27 -3.98
H 1.14 -2.28 -3.59
H 0.16 -3.73 -3.85
H 1.56 -3.19 -1.45
H 0.13 -4.29 -1.53
H -2.67 -3.33 3.51
H -1.05 -3.92 3.99
H -1.69 -4.24 2.40

B.
Formula: C20H23N5O
Source: the OMol25 dataset
Level of theory: the ωB97M-V functional and the def2-TZVPD basis

The calculation puts the gap between HOMO and LUMO at 5.880 eV. The value obtained for the HOMO energy is -7.6 eV. Its total charge is 0. The LUMO energy comes out at -1.68 eV.

Element x y z (Å)
C 0.97 2.49 -2.58
C 0.43 3.81 -2.23
C -0.77 3.67 -1.31
C -0.45 3.26 0.07
N -0.24 1.93 -0.07
C -1.12 1.00 -0.22
N -2.39 1.35 -0.60
C -2.99 0.07 -1.12
N -2.61 -1.20 -0.98
C -1.46 -1.53 -0.45
O -1.00 -2.86 -0.17
C -0.46 -0.47 -0.10
C 0.67 -0.13 0.27
N 1.62 -1.18 0.85
C 2.82 -0.58 1.14
C 3.82 -1.33 1.76
C 4.89 -0.77 2.10
C 5.16 0.56 2.30
C 4.14 1.19 1.83
C 2.95 0.86 1.50
N 2.07 1.73 0.95
C 0.97 1.19 0.77
H 4.31 2.33 2.05
H 6.11 0.89 2.81
H 5.93 -1.79 2.28
H 3.59 -2.54 1.53
C -3.74 -2.03 -1.41
C -3.06 -3.38 -2.26
H -2.66 -2.61 -3.05
H -2.37 -3.74 -1.77
H -3.83 -4.01 -2.62
C -4.32 -2.81 -0.22
C -3.74 -4.06 0.55
H -2.68 -3.70 0.69
H -3.74 -4.80 -0.17
H -4.23 -4.47 1.54
H -4.46 -2.09 0.49
H -5.50 -3.04 -0.18
H -4.43 -1.66 -1.84
H -3.96 0.27 -1.25
H 0.35 3.77 0.64
H -1.21 3.57 1.04
H -0.98 4.92 -1.13
H -1.46 3.37 -1.77
H 0.45 4.41 -3.08
H 1.23 4.37 -1.75
H 1.38 2.01 -1.84
H 1.63 2.68 -3.48
H 0.27 1.78 -3.10

Which of them is the least stable? Correct choice: B.

A.
Formula: C4H11N2O2
Source: the OMol25 dataset
Level of theory: the ωB97M-V functional and the def2-TZVPD basis

The calculation puts the gap between HOMO and LUMO at 5.465 eV. The value obtained for the HOMO energy is -2.4 eV. As for the SMILES: N[C@@H](CO)CNC[O-]. Its total charge is -1. The LUMO energy comes out at 3.10 eV.

Element x y z (Å)
N -0.26 -2.16 -0.01
C -0.08 -0.82 -0.60
C -1.42 -0.21 -1.29
O -2.21 -1.27 -1.89
C 0.48 0.07 0.54
N 1.42 1.13 0.07
C 1.55 2.09 1.35
O 2.66 1.97 1.93
H -0.93 -2.51 -0.67
H -0.54 -2.08 1.00
H 0.82 -0.98 -1.41
H -1.27 0.41 -2.18
H -2.18 0.21 -0.70
H -2.96 -1.51 -1.29
H -0.38 0.61 1.07
H 0.80 -0.71 1.27
H 2.28 0.62 -0.04
H 1.54 3.15 0.78
H 0.68 1.98 2.06

B.
Formula: C4H11N2O2
Source: the OMol25 dataset
Level of theory: the ωB97M-V functional and the def2-TZVPD basis

The calculation puts the gap between HOMO and LUMO at 6.111 eV. The value obtained for the HOMO energy is -2.5 eV. As for the SMILES: NC[C@H](CO)NC[O-]. Its total charge is -1. The LUMO energy comes out at 3.58 eV.

Element x y z (Å)
N 1.60 1.00 1.86
C 0.60 1.02 0.69
C 0.09 -0.37 0.38
C 0.97 -0.98 -0.73
O 1.18 -2.37 -0.44
N -1.35 -0.50 0.00
C -1.90 0.50 -0.98
O -1.54 1.76 -0.78
H 1.83 1.98 1.94
H 2.44 0.50 1.57
H 1.16 1.46 -0.13
H -0.22 1.65 1.01
H 0.05 -1.05 1.23
H 0.53 -0.80 -1.72
H 1.93 -0.46 -0.75
H 1.28 -2.89 -1.22
H -1.84 -0.47 0.89
H -1.48 0.12 -1.96
H -3.00 0.30 -0.97

Which of them is the least stable? Correct choice: A.

A.
Formula: C20H25NO3
Source: the OMol25 dataset
Level of theory: the ωB97M-V functional and the def2-TZVPD basis

The calculation puts the gap between HOMO and LUMO at 9.347 eV. The value obtained for the HOMO energy is -8.7 eV. As for the SMILES: CCOC(=O)Cc1ccc(C#C[C@H]2CN3CC[C@@H]2C[C@@H]3CO)cc1. Its total charge is 0. The LUMO energy comes out at 0.63 eV.

Element x y z (Å)
C 4.73 2.55 -1.84
C 5.33 1.08 -2.02
O 5.89 0.79 -0.75
C 6.22 -0.51 -0.69
O 6.88 -1.14 -1.46
C 5.84 -1.15 0.62
C 4.38 -1.19 0.92
C 3.58 -2.27 0.54
C 2.20 -2.23 0.74
C 1.56 -1.10 1.13
C 0.11 -1.03 1.12
C -1.02 -0.74 1.24
C -2.41 -0.24 1.28
C -2.56 1.03 0.45
N -3.81 1.12 -0.40
C -3.77 0.07 -1.44
C -3.47 -1.27 -0.83
C -3.41 -1.21 0.75
C -4.80 -0.60 1.13
C -4.84 0.86 0.57
C -6.23 1.12 -0.08
O -6.22 2.51 -0.48
C 2.32 -0.04 1.51
C 3.69 -0.05 1.37
H 4.08 2.50 -0.87
H 4.12 2.79 -2.75
H 5.50 3.31 -1.76
H 4.58 0.32 -2.32
H 6.04 1.00 -2.92
H 6.20 -0.75 1.44
H 6.21 -2.23 0.48
H 3.92 -3.24 0.16
H 1.53 -3.13 0.56
H -2.50 0.03 2.38
H -1.71 1.21 -0.22
H -2.63 1.72 1.26
H -4.81 0.07 -1.98
H -2.96 0.42 -2.13
H -4.08 -2.10 -1.27
H -2.47 -1.56 -1.03
H -3.24 -2.18 1.30
H -4.96 -0.61 2.22
H -5.56 -1.30 0.64
H -4.70 1.45 1.47
H -7.13 1.00 0.50
H -6.47 0.65 -1.09
H -5.44 2.71 -1.05
H 1.85 0.82 1.97
H 4.45 0.72 1.62

B.
Formula: C20H25NO3
Source: the OMol25 dataset
Level of theory: the ωB97M-V functional and the def2-TZVPD basis

The calculation puts the gap between HOMO and LUMO at 9.275 eV. The value obtained for the HOMO energy is -8.9 eV. As for the SMILES: Cc1ccc([C@@]23C[C@@H]4C[C@@H](C[C@@](C(=O)NCC(=O)O)(C4)C2)C3)cc1. Its total charge is 0. The LUMO energy comes out at 0.42 eV.

Element x y z (Å)
C -5.64 1.04 2.28
C -4.20 0.66 2.03
C -3.46 1.36 1.14
C -2.17 0.96 0.79
C -1.50 -0.20 1.32
C -0.12 -0.69 0.75
C -0.11 -2.00 0.02
C 1.23 -2.64 -0.34
C 2.03 -2.78 0.95
C 2.17 -1.43 1.61
C 2.80 -0.39 0.61
C 1.99 -0.27 -0.68
C 2.65 0.72 -1.66
O 3.69 0.48 -2.23
N 1.98 1.82 -2.15
C 2.42 2.57 -3.33
C 1.11 3.22 -3.99
O 1.25 3.95 -4.96
O -0.16 2.98 -3.39
C 1.88 -1.64 -1.34
C 0.55 0.29 -0.25
C 0.78 -0.86 1.94
C -2.33 -0.95 2.21
C -3.63 -0.56 2.57
H -5.90 0.70 3.29
H -5.67 2.08 2.36
H -6.35 0.74 1.45
H -3.98 2.09 0.60
H -1.57 1.66 0.17
H -0.83 -1.92 -0.81
H -0.63 -2.69 0.79
H 1.11 -3.62 -0.85
H 1.58 -3.37 1.71
H 3.05 -3.19 0.67
H 2.79 -1.47 2.44
H 3.11 0.45 1.19
H 3.77 -0.81 0.41
H 1.04 1.79 -1.94
H 3.14 3.35 -3.00
H 2.88 1.95 -4.11
H -0.79 3.25 -4.08
H 1.30 -1.63 -2.30
H 2.84 -2.02 -1.67
H -0.13 0.40 -1.13
H 0.81 1.24 0.20
H 0.37 -1.56 2.64
H 1.11 0.07 2.39
H -1.98 -1.87 2.52
H -4.27 -1.25 3.20

Which of them is the least stable? Correct choice: A.